Molecular formula: C13H28IrN3O4Si
Method: DFT, ωB97M-V/def2-TZVPD

Output
* net charge: +1
* DFT total energy: -1370.82195 a.u.
* molecular weight: 510.687 g/mol
* HOMO-LUMO gap (spin up / spin down): 0.3277 / 0.2388 Ha
* 2S+1: 6
* HOMO level (spin up / spin down): -0.417 / -0.454 Eh

Structure (XYZ):
```
50
Properties=species:S:1:pos:R:3:mulliken_charge:R:1
Ir -0.2805 0.7866 0.8878 1.601
C 1.4508 0.3764 3.5582 -1.245
N 1.5376 1.1260 2.2935 0.213
C 1.5615 2.5734 2.6152 -1.274
C 2.7779 0.7398 1.5865 -0.780
C 2.7930 1.2230 0.1551 -0.978
N 1.7165 0.5937 -0.6160 0.610
C 2.0415 -0.8034 -0.9411 -1.158
C 1.4569 1.3293 -1.8645 -1.116
H 2.3067 0.6145 4.1957 0.390
H 1.4537 -0.6928 3.3567 0.330
H 0.5404 0.6518 4.0864 0.352
H 2.4728 2.8129 3.1706 0.403
H 0.7018 2.8179 3.2338 0.387
H 1.5225 3.1749 1.7123 0.321
H 2.8498 -0.3470 1.6160 0.415
H 3.6437 1.1396 2.1238 0.437
H 3.7689 0.9941 -0.2878 0.453
H 2.6625 2.3041 0.1073 0.361
H 2.9767 -0.8465 -1.5093 0.375
H 1.2383 -1.2282 -1.5339 0.264
H 2.1464 -1.4023 -0.0379 0.276
H 2.3463 1.3114 -2.5035 0.397
H 1.1893 2.3581 -1.6487 0.374
H 0.6323 0.8514 -2.3911 0.246
O -2.1426 4.2262 2.6435 -0.394
C -1.7817 3.2640 2.0740 0.572
O -1.5587 2.0486 2.2692 -0.750
C -1.3014 3.6223 0.2716 0.465
O -2.0186 4.3934 -0.2474 -0.388
O -0.2834 2.9304 0.0747 -0.622
N -1.3099 -0.6711 2.5240 -0.740
H -2.0562 -1.1327 2.0134 0.287
H -1.7340 -0.0301 3.1888 0.304
H -0.7957 -1.3808 3.0332 0.247
C -1.1051 -4.0732 -2.2810 -0.975
Si -2.1226 -2.5310 -2.4899 -0.008
C -1.8761 -1.7634 -4.1619 -0.950
C -3.9196 -2.8201 -2.1406 -0.936
C -1.4560 -1.3280 -1.2296 1.648
C -0.9858 -0.5396 -0.4129 -1.300
H -1.4458 -4.8445 -2.9758 0.338
H -1.1923 -4.4696 -1.2671 0.322
H -0.0498 -3.8786 -2.4845 0.317
H -2.2766 -2.4234 -4.9351 0.342
H -0.8167 -1.5981 -4.3713 0.307
H -2.3959 -0.8053 -4.2295 0.327
H -4.3248 -3.5209 -2.8744 0.311
H -4.4855 -1.8893 -2.2104 0.315
H -4.0727 -3.2436 -1.1459 0.304
```

Molecular formula: C4H6S2
Method: DFT, ωB97M-V/def2-TZVPD

Output
* net charge: 0
* DFT total energy: -952.32993 a.u.
* molecular weight: 118.226 g/mol
* SMILES: C[C@H]1S[C@@H]1C=S
* HOMO-LUMO gap: 0.3092 Ha
* HOMO level: -0.323 Eh
* energy relative to the best compared isomer or geometry (same formula, charge and spin): 24.8 kcal/mol

Structure (XYZ):
```
12
Properties=species:S:1:pos:R:3:mulliken_charge:R:1
C 1.6948 -0.6898 -0.2778 -1.113
C 0.4828 0.0389 0.3140 -0.052
C -0.7659 0.3161 -0.4100 -0.148
C -1.9490 0.3755 0.4103 -0.246
H 1.5717 -1.7695 -0.0411 0.325
H 1.8740 -0.6666 -1.3800 0.305
H 2.5722 -0.2571 0.2826 0.287
H 0.4641 0.0496 1.4248 0.365
H -0.9724 0.0252 -1.4267 0.453
H -1.9025 0.4413 1.5155 0.254
S 0.2951 1.8434 -0.1685 -0.149
S -3.3648 0.2930 -0.2432 -0.281
```

Molecular formula: C7H10N2O4
Method: DFT, ωB97M-V/def2-TZVPD

Output
* net charge: 0
* DFT total energy: -683.11598 a.u.
* molecular weight: 186.167 g/mol
* HOMO-LUMO gap: 0.3471 Ha
* HOMO level: -0.351 Eh
* energy relative to the best compared isomer or geometry (same formula, charge and spin): 61.2 kcal/mol

Structure (XYZ):
```
23
Properties=species:S:1:pos:R:3:mulliken_charge:R:1
C -1.0641 1.2740 -0.5926 -0.425
C 0.1669 1.6571 -0.4337 -0.891
C -0.9677 -1.0484 0.0723 -0.949
C -1.6916 0.0180 -0.2169 1.184
C -3.1670 -0.0111 -0.0933 0.311
C 0.9374 -0.8238 0.0071 -0.198
C 1.1961 0.6797 0.2752 1.329
N 1.2161 -1.2094 -1.3391 -0.496
N 2.5198 0.9370 -0.3034 -0.787
O -3.6606 -1.1795 0.4104 -0.494
O -4.0179 0.8571 -0.2166 -0.554
O 1.4869 -1.6330 0.9926 -0.509
O 1.2066 0.8871 1.7347 -0.554
H -1.8361 2.1531 -0.9193 0.159
H 0.4404 2.6632 -0.5465 0.388
H -1.2232 -2.0333 0.4964 0.202
H 2.2057 -0.9834 -1.5083 0.314
H -3.2330 -1.9805 0.0610 0.374
H 3.2613 0.2857 0.0887 0.250
H 2.7413 1.8444 -0.0731 0.308
H 1.0529 -2.2531 -1.4192 0.330
H 0.8184 -1.8099 1.6722 0.365
H 1.6112 1.7091 1.8514 0.345
```

Molecular formula: C21H45N3
Method: DFT, ωB97M-V/def2-TZVPD

Output
* net charge: 0
* DFT total energy: -991.42942 a.u.
* molecular weight: 339.612 g/mol
* SMILES: CCCC[C@@H](CN[C@H](C)CNC)NC[C@H]1CC[C@H](C(C)(C)C)CC1
* HOMO-LUMO gap: 0.3361 Ha
* HOMO level: -0.306 Eh
* energy relative to the best compared isomer or geometry (same formula, charge and spin): 6.0 kcal/mol

Structure (XYZ):
```
69
Properties=species:S:1:pos:R:3:mulliken_charge:R:1
C -7.6823 -1.0220 0.6092 -1.320
C -6.2993 -1.6475 0.4748 -0.306
C -5.2618 -0.6354 -0.0058 -0.620
C -3.8809 -1.2686 -0.1574 -1.366
H -3.5734 -1.6872 0.8029 0.279
H -3.9396 -2.0868 -0.8770 0.467
C -2.8162 -0.2844 -0.6670 0.281
N -1.8017 -1.0048 -1.4189 -0.269
H -1.2426 -0.3479 -1.9505 0.403
C -0.9131 -1.8962 -0.6876 -1.793
C 0.4420 -1.2761 -0.3058 3.025
C 1.3873 -1.2270 -1.5044 -1.388
C 2.7201 -0.5786 -1.1367 -0.447
H 3.3535 -0.5734 -2.0237 0.424
H 2.5457 0.4560 -0.8393 0.074
C 3.4072 -1.3412 0.0015 0.222
C 2.4476 -1.3930 1.1951 -0.566
C 1.1249 -2.0543 0.8154 -1.617
H 1.3048 -3.0820 0.4894 0.343
H 0.4746 -2.0944 1.6936 0.436
H 2.8948 -1.9489 2.0199 0.414
H 2.2409 -0.3789 1.5412 0.063
H 3.5633 -2.3723 -0.3412 0.389
C 4.8084 -0.7804 0.3661 1.931
C 5.5081 -1.7364 1.3415 -1.930
H 4.9888 -1.7864 2.2945 0.388
H 5.5614 -2.7397 0.9242 0.409
H 6.5226 -1.3945 1.5358 0.480
C 4.7338 0.6083 1.0065 -1.900
H 4.2467 0.5675 1.9772 0.359
H 4.1920 1.3052 0.3726 0.317
H 5.7394 0.9972 1.1539 0.508
C 5.6814 -0.6891 -0.8927 -2.030
H 5.6504 -1.6212 -1.4531 0.383
H 5.3567 0.1205 -1.5398 0.415
H 6.7154 -0.4962 -0.6140 0.488
H 0.9294 -0.6697 -2.3259 0.373
H 1.5646 -2.2459 -1.8605 0.448
H 0.2645 -0.2533 0.0376 -1.191
H -0.7353 -2.7732 -1.3231 0.324
H -1.4280 -2.2448 0.2089 0.375
C -2.2822 0.5908 0.4833 -1.214
N -1.2776 1.5156 -0.0065 0.133
H -1.6745 2.0754 -0.7568 0.338
C -0.6915 2.3926 0.9998 0.062
C -1.5010 3.6726 1.2329 -1.545
H -2.5253 3.4242 1.5087 0.381
H -1.5248 4.2898 0.3376 0.289
H -1.0633 4.2541 2.0406 0.454
C 0.7871 2.6861 0.6073 -0.490
N 1.0942 2.7122 -0.8055 -0.115
H 0.7062 1.8762 -1.2329 0.118
C 0.6620 3.8848 -1.5345 -0.929
H 1.0969 3.8457 -2.5337 0.342
H -0.4275 3.9879 -1.6436 0.259
H 1.0415 4.7729 -1.0287 0.303
H 1.0994 3.6365 1.0460 0.665
H 1.4125 1.8971 1.0364 -0.298
H -0.6707 1.8324 1.9425 0.330
H -1.8092 -0.0450 1.2373 0.223
H -3.1352 1.1008 0.9616 0.661
H -3.2963 0.3792 -1.3993 0.448
H -5.2164 0.1915 0.7066 0.272
H -5.5791 -0.2270 -0.9681 0.341
H -5.9885 -2.0519 1.4408 0.338
H -6.3437 -2.4785 -0.2325 0.308
H -8.0192 -0.6326 -0.3491 0.328
H -8.4047 -1.7584 0.9532 0.394
H -7.6629 -0.2013 1.3234 0.325
```

Molecular formula: C24H42ClN7O7Pb
Method: DFT, ωB97M-V/def2-TZVPD

Output
* net charge: 0
* DFT total energy: -2502.91170 a.u.
* molecular weight: 783.295 g/mol
* HOMO-LUMO gap: 0.3192 Ha
* HOMO level: -0.304 Eh
* energy relative to the best compared isomer or geometry (same formula, charge and spin): 0.0 kcal/mol

Structure (XYZ):
```
82
Properties=species:S:1:pos:R:3:mulliken_charge:R:1
Pb -0.2642 -0.4215 -0.1947 2.604
C -2.4909 -0.9636 2.7863 -0.248
C -1.1510 -0.5655 3.4139 -0.973
N -0.0035 -0.8114 2.5362 0.423
C 1.2543 -0.3824 3.1422 -1.199
C 2.4353 -0.3860 2.1649 -0.810
N 2.1149 0.1573 0.8464 0.516
C 2.5644 1.5193 0.5230 -1.046
C 2.0142 2.6618 1.3817 -0.951
C 0.5199 2.7070 1.7177 -0.708
N -0.3791 2.1969 0.6856 0.197
C -1.7517 2.6501 0.8999 -1.024
C -2.7624 1.7589 0.1878 -1.016
N -2.6493 0.3726 0.6535 -0.059
C -3.1982 0.1388 1.9984 -0.924
H -3.1640 -1.2773 3.5869 0.439
H -2.3405 -1.8307 2.1413 -0.217
H -1.0292 -1.0941 4.3691 0.515
H -1.1577 0.5044 3.6515 0.384
H 0.0245 -1.8029 2.3002 0.032
H 1.5279 -1.0065 4.0050 0.516
H 1.1081 0.6244 3.5311 0.471
H 2.7702 -1.4170 2.0281 0.167
H 3.2647 0.1593 2.6298 0.388
H 2.5205 -0.4605 0.1487 0.156
H 2.2728 1.6948 -0.5145 0.328
H 3.6590 1.5808 0.5693 0.505
H 2.2717 3.5724 0.8366 0.414
H 2.5556 2.7142 2.3299 0.373
H 0.2778 3.7505 1.9630 0.488
H 0.3199 2.1382 2.6261 0.176
H -0.0668 2.4694 -0.2482 0.290
H -1.8937 3.6884 0.5778 0.412
H -1.9437 2.6290 1.9756 0.489
H -2.5476 1.7748 -0.8841 0.315
H -3.7705 2.1639 0.3357 0.466
H -3.0980 -0.2686 0.0065 0.352
H -4.2642 -0.1026 1.9284 0.429
H -3.1291 1.0689 2.5642 0.314
C -0.2199 -3.4220 -3.2028 -0.496
C -0.0595 -2.0172 -3.6683 -0.261
N -0.0313 -0.9487 -2.9010 0.468
C 0.1258 0.1301 -3.7259 0.042
C 0.2020 -0.2905 -5.0249 0.133
N 0.0836 -1.6560 -4.9637 -0.113
C 0.3764 0.3598 -6.3463 0.565
O 0.4780 1.6657 -6.3506 -0.562
O 0.4193 -0.3304 -7.3434 -0.654
C 0.1713 1.5041 -3.1392 0.002
O 0.3669 2.4695 -3.9027 -0.937
O 0.0611 1.5562 -1.8778 -0.741
H -1.2731 -3.6502 -3.0344 0.315
H 0.3024 -3.5520 -2.2543 -0.424
H 0.1803 -4.1257 -3.9327 0.462
H 0.1052 -2.2445 -5.7822 0.260
H 0.4115 2.0379 -5.4050 0.427
O 2.2971 -2.3029 -0.7425 -0.888
C 2.9229 -3.1710 -0.1633 0.182
C 2.2894 -4.2952 0.6031 -0.088
C 2.1576 -5.4722 -0.3974 0.006
C 3.3714 -5.8037 -1.2885 -1.153
C 3.7336 -4.7349 -2.3415 -0.024
C 4.6057 -3.5859 -1.7954 -0.849
N 4.2860 -3.3324 -0.3787 -0.185
H 1.2927 -4.0130 0.9415 -0.391
H 2.9169 -4.5756 1.4542 0.581
H 1.3068 -5.2519 -1.0470 -0.231
H 1.8867 -6.3626 0.1718 0.486
H 3.1221 -6.7240 -1.8194 0.436
H 4.2467 -6.0453 -0.6739 0.331
H 2.8027 -4.3167 -2.7366 -0.117
H 4.2471 -5.2065 -3.1808 0.489
H 4.4342 -2.6724 -2.3598 0.265
H 5.6656 -3.8274 -1.8562 0.436
H 4.6523 -4.0742 0.1994 0.420
Cl -1.4835 -5.8304 -0.6672 -0.203
C -2.4447 -4.5677 0.1628 -0.856
C -1.7735 -3.1953 0.0700 0.459
O -2.3787 -2.3067 -0.5672 -0.696
O -0.6725 -3.0570 0.6652 -0.634
H -2.5167 -4.8633 1.2066 0.326
H -3.4239 -4.5459 -0.3005 0.427
```